1.
{"formula": "C32H51HfN2OP3", "method": "ωB97M-V with the def2-TZVPD basis set", "max_force_ev_per_a": 8.087, "e_above_lowest_kcal_mol": 0.0, "charge": 2, "e_tot_ev": -68201.47228, "e_lumo_ev": -7.79, "e_homo_ev": -12.568, "multiplicity": 1, "symbols": ["Hf", "P", "P", "P", "O", "N", "N", "C", "C", "C", "C", "C", "C", "C", "C", "C", "C", "C", "C", "C", "C", "C", "C", "C", "C", "C", "C", "C", "C", "C", "C", "C", "C", "C", "C", "C", "C", "C", "C", "H", "H", "H", "H", "H", "H", "H", "H", "H", "H", "H", "H", "H", "H", "H", "H", "H", "H", "H", "H", "H", "H", "H", "H", "H", "H", "H", "H", "H", "H", "H", "H", "H", "H", "H", "H", "H", "H", "H", "H", "H", "H", "H", "H", "H", "H", "H", "H", "H", "H", "H"], "xyz": [[0.052, 0.515, -0.233], [0.312, -2.081, -0.324], [1.710, 3.009, 1.662], [-2.400, 0.963, -0.736], [-1.572, -0.868, 2.385], [0.444, 0.366, -2.429], [1.036, 1.923, 0.662], [3.199, -2.080, -2.840], [-3.154, 2.579, -0.367], [0.412, 3.535, 2.914], [-1.368, 1.832, -3.223], [3.992, 1.414, 1.327], [1.168, 4.718, -0.490], [0.015, 1.503, -3.134], [-3.756, -0.183, -0.349], [1.915, -1.601, -2.587], [0.829, -2.505, -2.051], [-1.004, -0.397, 1.470], [3.145, 2.080, 2.435], [-2.426, 0.939, -2.599], [2.420, 5.749, 1.432], [2.704, 0.656, -3.173], [-1.085, -3.230, -0.140], [-0.328, 2.325, 3.505], [2.591, 0.957, 3.326], [2.378, 2.115, -3.025], [3.981, 0.144, -3.424], [2.235, 4.467, 0.595], [1.603, -2.885, 0.668], [0.625, 3.619, -4.141], [1.675, -0.212, -2.780], [-1.709, 3.051, -3.805], [1.053, 4.313, 4.083], [4.016, 3.026, 3.281], [3.563, 4.162, -0.117], [1.003, 2.413, -3.543], [-0.643, 4.393, 2.201], [4.220, -1.222, -3.264], [-0.727, 3.928, -4.268], [2.295, 2.270, -1.899], [-2.612, 3.384, -0.880], [3.146, 2.770, -3.445], [0.270, 1.775, 4.237], [4.771, 0.830, -3.736], [1.592, 3.651, 4.776], [-0.657, 1.630, 2.724], [4.365, 3.904, 2.722], [1.429, -2.660, 1.729], [5.213, -1.629, -3.444], [-0.262, 5.366, 1.879], [-0.086, -2.448, -2.661], [1.564, -3.974, 0.521], [2.752, 6.543, 0.746], [-0.701, -4.259, -0.100], [-3.707, -0.458, 0.711], [-3.106, 2.760, 0.716], [4.739, 2.092, 0.905], [4.535, 0.562, 1.760], [3.504, 3.372, 4.188], [3.398, -3.144, -2.684], [3.773, 4.983, -0.822], [-1.227, 2.689, 4.025], [4.902, 2.457, 3.602], [1.577, 5.404, -1.248], [1.844, 0.355, 2.792], [-1.462, 4.586, 2.909], [-1.771, -3.132, -0.990], [3.421, 0.288, 3.594], [-2.291, -0.112, -2.898], [1.730, 5.112, 3.760], [0.252, 5.167, -0.095], [1.494, 6.099, 1.902], [3.516, 3.239, -0.706], [-1.072, 3.860, 1.342], [-1.627, -3.009, 0.786], [2.165, 1.325, 4.267], [-4.715, 0.314, -0.556], [-1.035, 4.871, -4.714], [0.903, 3.786, -1.001], [4.410, 4.115, 0.579], [3.364, 1.018, 0.520], [-3.436, 1.268, -2.891], [1.402, 4.307, -4.485], [1.169, -3.548, -2.026], [3.196, 5.639, 2.201], [-3.672, -1.095, -0.955], [2.594, -2.509, 0.383], [0.235, 4.781, 4.653], [-2.770, 3.317, -3.866], [-4.206, 2.577, -0.689]]}


2.
{"formula": "C22H30N6O4", "method": "ωB97M-V with the def2-TZVPD basis set", "max_force_ev_per_a": 1.477, "e_above_lowest_kcal_mol": 92.1, "charge": 0, "e_tot_ev": -40429.98824, "e_lumo_ev": 0.60, "e_homo_ev": -7.483, "multiplicity": 1, "symbols": ["O", "O", "O", "O", "N", "N", "N", "N", "N", "N", "C", "C", "C", "C", "C", "C", "C", "C", "C", "C", "C", "C", "C", "C", "C", "C", "C", "C", "C", "C", "C", "C", "H", "H", "H", "H", "H", "H", "H", "H", "H", "H", "H", "H", "H", "H", "H", "H", "H", "H", "H", "H", "H", "H", "H", "H", "H", "H", "H", "H", "H", "H"], "xyz": [[-4.679, 2.611, 0.625], [-5.308, 0.140, 0.292], [1.099, -1.381, -2.290], [-0.783, -3.541, -0.316], [-0.295, -0.220, 2.019], [0.919, -1.722, 1.183], [0.712, 0.410, 1.431], [-0.942, -0.833, -1.512], [2.843, 1.036, -0.376], [-0.194, -1.474, 1.889], [1.476, -0.513, 0.893], [-3.695, 1.832, 0.097], [6.216, 0.509, 0.418], [2.743, -0.314, 0.138], [-3.132, -0.414, -0.622], [2.209, 1.177, -1.682], [4.494, 1.991, 1.196], [5.346, 0.820, -0.801], [4.148, 1.655, -0.269], [-1.856, 0.031, -0.979], [0.748, 0.852, -1.557], [-1.438, -4.238, 0.721], [-4.050, 0.464, -0.088], [0.353, -0.516, -1.832], [-4.379, 3.956, 0.902], [-5.712, -1.203, 0.193], [-2.437, 2.260, -0.247], [1.327, -3.069, 0.904], [-0.152, 1.744, -1.075], [0.617, -3.661, -0.330], [-1.491, 1.371, -0.785], [5.988, 1.707, 1.336], [0.913, -4.719, -0.406], [-1.063, -5.265, 0.802], [-1.190, -1.817, -1.574], [2.331, 2.212, -2.005], [0.164, 2.752, -0.851], [2.787, -1.065, -0.668], [2.661, 0.508, -2.433], [-1.326, -3.723, 1.680], [3.574, -0.507, 0.825], [7.265, 0.379, 0.154], [-6.731, -1.232, 0.575], [4.082, 2.586, -0.839], [0.937, -3.128, -1.231], [-2.493, -4.264, 0.452], [6.565, 2.559, 0.974], [2.405, -3.089, 0.730], [-4.132, 4.510, -0.010], [-5.706, -1.550, -0.846], [-3.367, -1.457, -0.762], [-2.136, 3.284, -0.097], [5.009, -0.081, -1.311], [5.916, 1.411, -1.518], [-3.552, 4.043, 1.615], [5.878, -0.406, 0.910], [-5.282, 4.373, 1.343], [4.245, 3.023, 1.435], [6.280, 1.508, 2.366], [1.093, -3.661, 1.793], [-5.078, -1.857, 0.800], [3.914, 1.356, 1.865]]}


3.
{"formula": "C19H12F6N6O13RuS5", "method": "ωB97M-V with the def2-TZVPD basis set", "max_force_ev_per_a": 0.761, "e_above_lowest_kcal_mol": 14.3, "charge": 0, "e_tot_ev": -128511.66025, "e_lumo_ev": [-3.67, -3.70], "e_homo_ev": [-8.661, -8.635], "multiplicity": 1, "symbols": ["Ru", "S", "S", "S", "S", "S", "F", "F", "F", "F", "F", "F", "O", "O", "O", "O", "O", "O", "O", "O", "O", "O", "O", "O", "O", "N", "N", "N", "N", "N", "N", "C", "C", "C", "C", "C", "C", "C", "C", "C", "C", "C", "C", "C", "C", "C", "C", "C", "C", "C", "H", "H", "H", "H", "H", "H", "H", "H", "H", "H", "H", "H"], "xyz": [[-0.556, -1.262, -0.931], [-1.227, -3.327, -0.912], [1.883, -1.809, 1.526], [0.306, -5.977, -1.219], [2.965, -7.091, -2.061], [-0.424, -0.479, 2.326], [0.286, -3.859, 1.869], [2.220, -4.327, 0.999], [2.059, -3.885, 3.113], [0.933, 1.575, 1.342], [0.201, 1.798, 3.351], [-1.188, 1.928, 1.691], [-3.692, -1.848, 0.038], [0.771, -2.493, -4.933], [3.265, -1.596, 1.774], [-0.011, -1.231, -2.768], [1.428, -1.691, 0.148], [-1.007, -1.006, 1.080], [-0.007, 0.620, -0.925], [-2.461, -0.547, -1.278], [-1.318, -0.551, 3.428], [-0.525, 2.694, -1.523], [-2.378, 3.581, -5.907], [-2.093, 2.175, -7.513], [-0.780, -2.352, -6.422], [-0.142, -1.913, -5.482], [-2.009, 2.512, -6.349], [0.993, -1.072, 2.595], [1.217, -3.647, -1.734], [2.181, -4.500, -2.023], [-5.423, -0.040, 0.622], [1.595, -3.583, 1.914], [3.413, -3.938, -2.513], [0.153, -4.253, -1.282], [4.060, -3.013, -1.712], [-0.723, 1.018, -3.177], [3.884, -4.295, -3.763], [-0.539, -0.597, -4.968], [-3.467, -0.739, -0.599], [-1.424, 1.554, -5.405], [-4.521, 0.337, -0.456], [5.224, -2.427, -2.184], [5.718, -2.774, -3.434], [1.941, -5.854, -1.822], [-1.228, 1.927, -4.089], [-1.072, 0.299, -5.866], [-0.404, -0.293, -3.595], [-0.436, 1.516, -1.783], [-0.084, 1.336, 2.138], [5.051, -3.704, -4.221], [-5.058, 0.386, -1.405], [-1.210, 0.024, -6.900], [-5.146, 0.369, 1.505], [-4.003, 1.288, -0.323], [-1.454, 2.930, -3.756], [-6.381, 0.222, 0.437], [3.648, -2.750, -0.746], [5.743, -1.701, -1.574], [5.434, -3.964, -5.198], [3.345, -5.013, -4.365], [6.627, -2.314, -3.799], [-4.544, -1.689, 0.526]]}